(1)
Here is a 2-piece molecular cluster, C3FO2 overall in a non-equilibrium geometry from OMol25. Energies are from ωB97M-V/def2-TZVPD.

Geometry as XYZ:
```
6
C3FO2, DFT ωB97M-V/def2-TZVPD
C -0.330 -0.532 -0.591
C 2.050 -0.268 -0.661
C -1.176 0.437 -0.078
O -1.890 1.407 -0.059
O -0.993 -0.651 0.722
F 2.340 -0.393 0.667
```

* net charge: -1

---

(2)
Here is one molecule with the formula C3H10BNOP2 in a non-equilibrium geometry from OMol25. Energies are from ωB97M-V/def2-TZVPD.

Geometry as XYZ:
```
18
C3H10BNOP2, DFT ωB97M-V/def2-TZVPD
H -1.334 1.559 -3.361
P -0.132 0.986 -3.040
C -0.636 -0.151 -1.947
C 0.324 -0.715 -0.845
P 1.994 -0.738 -1.630
O 0.529 0.158 0.252
B -0.176 0.250 1.436
C 0.411 1.296 2.432
N -1.254 -0.613 1.667
H -1.690 -0.107 -1.811
H -0.144 -1.782 -0.507
H 1.384 -1.398 -2.784
H 2.650 -1.710 -1.003
H 0.137 1.196 3.426
H 0.021 2.266 2.241
H 1.391 1.318 2.226
H -2.045 -0.365 2.206
H -1.428 -1.450 1.042
```

* net charge: 0

---

(3)
Here is a 2-piece molecular cluster, C3H10Cl2N3P3 overall in a non-equilibrium geometry from OMol25. Energies are from ωB97M-V/def2-TZVPD.

Geometry as XYZ:
```
21
C3H10Cl2N3P3, DFT ωB97M-V/def2-TZVPD
C 0.803 -0.152 2.099
C -0.983 2.643 -1.584
C -0.782 -4.267 -0.472
N -0.446 1.741 1.077
N -0.293 -0.466 0.120
N -0.245 0.364 1.274
P 2.074 1.380 -0.858
P 0.302 2.397 -0.171
P 0.782 -0.279 -1.196
Cl 0.674 4.170 0.491
Cl 2.116 -1.701 -0.818
H 1.011 -1.154 1.886
H 1.641 0.686 1.886
H 0.567 -0.008 3.109
H -1.480 3.520 -1.405
H -0.505 2.805 -2.538
H -1.624 1.840 -1.509
H -0.715 -3.709 -1.357
H -1.676 -4.818 -0.273
H 0.049 -4.396 0.168
H -1.269 -0.594 0.072
```

* net charge: 0

---

(4)
Here is C3H10CuGaS as an isolated structure in a non-equilibrium geometry from OMol25. Energies are from ωB97M-V/def2-TZVPD.

Geometry as XYZ:
```
16
C3H10CuGaS, DFT ωB97M-V/def2-TZVPD
C -1.451 -0.989 -1.049
C -0.180 -0.180 -1.420
C 1.008 -0.385 -0.453
Ga 1.128 1.076 1.000
S -0.668 0.952 2.465
H -2.127 -0.331 -0.495
H -1.974 -1.258 -1.966
H -1.258 -1.850 -0.411
H 0.116 -0.441 -2.438
H -0.461 0.876 -1.434
H 1.007 -1.386 0.003
H 1.932 -0.265 -1.028
H 1.230 2.505 0.267
H 2.495 0.914 1.871
H -1.616 1.764 1.915
Cu 0.820 -1.002 3.171
```

* net charge: 0

---

no.,E (Eh)
1,-364.43779
2,-957.82731
3,-2228.84019
4,-4083.62298